A structure of composition C30H29Cl2FeN6O4S. Source: OMol25; level of theory: the ωB97M-V functional and the def2-TZVPD basis.

Element x y z (Å)
Fe  1.359  0.380  -0.448
N  5.427  1.617  0.839
C  4.277  1.253  0.155
S  2.830  2.138  0.548
N  4.431  0.322  -0.736
N  3.260  0.038  -1.425
C  3.414  -0.485  -2.581
C  2.331  -0.796  -3.495
C  2.649  -1.518  -4.654
C  1.711  -1.821  -5.615
C  0.397  -1.369  -5.424
C  0.054  -0.646  -4.309
C  0.997  -0.333  -3.293
O  0.619  0.361  -2.273
H  5.258  2.026  1.742
H  6.158  0.922  0.802
H  4.435  -0.684  -2.918
H  3.678  -1.841  -4.784
H  1.983  -2.386  -6.497
H  -0.360  -1.589  -6.169
H  -0.956  -0.288  -4.154
Cl  -0.065  3.431  -1.183
C  1.193  4.314  -2.044
Cl  1.861  3.391  -3.398
H  1.998  4.516  -1.347
H  0.761  5.223  -2.446
C  -3.568  4.062  -2.206
C  -3.458  2.668  -1.643
C  -3.480  1.580  -2.509
C  -3.385  0.289  -2.020
C  -3.297  0.062  -0.659
C  -3.252  1.142  0.217
N  -3.182  0.960  1.611
C  -2.869  -0.230  2.269
C  -3.633  -0.600  3.380
C  -3.357  -1.756  4.090
C  -2.332  -2.597  3.676
C  -1.580  -2.240  2.567
C  -1.808  -1.054  1.876
C  -0.798  -0.700  0.805
O  -0.356  0.493  0.820
O  -0.414  -1.595  0.038
C  -3.310  2.455  -0.271
C  -3.180  3.595  0.703
H  -3.770  4.021  -3.276
H  -2.638  4.616  -2.061
H  -4.371  4.630  -1.731
H  -3.559  1.752  -3.576
H  -3.385  -0.552  -2.701
H  -3.238  -0.950  -0.282
H  -3.742  1.599  2.148
H  -4.464  0.031  3.677
H  -3.964  -2.014  4.949
H  -2.127  -3.520  4.204
H  -0.773  -2.871  2.214
H  -2.373  3.387  1.407
H  -4.098  3.750  1.283
H  -2.954  4.531  0.197
N  1.845  -3.849  5.325
C  2.474  -4.111  4.142
O  3.059  -5.155  3.934
C  2.396  -3.015  3.118
C  2.504  -3.353  1.777
C  2.346  -2.357  0.829
N  2.128  -1.085  1.156
C  2.074  -0.751  2.440
C  2.192  -1.685  3.456
H  1.778  -4.619  5.969
H  1.146  -3.129  5.379
H  2.673  -4.382  1.492
H  2.364  -2.576  -0.231
H  1.904  0.300  2.643
H  2.136  -1.355  4.485

Forces on the atoms, in the same order (eV/Å):
Fe -0.135 0.118 0.066
N -0.014 -0.020 -0.005
C 0.086 -0.014 -0.035
S -0.098 -0.041 -0.038
N -0.072 0.022 0.016
N -0.024 -0.051 -0.013
C -0.011 0.026 0.025
C 0.027 0.000 0.019
C 0.019 0.005 0.006
C -0.041 0.009 0.000
C 0.053 -0.016 -0.009
C 0.028 0.018 0.040
C -0.040 -0.003 -0.022
O 0.039 -0.036 0.062
H -0.005 0.001 0.002
H 0.007 0.006 0.001
H 0.002 0.001 -0.015
H -0.002 0.000 -0.002
H -0.005 0.002 0.001
H 0.004 -0.001 0.002
H -0.030 0.011 0.003
Cl -0.165 0.016 0.001
C 0.082 -0.024 0.016
Cl 0.008 -0.009 -0.031
H 0.024 -0.061 0.014
H 0.009 0.012 0.030
C 0.027 -0.027 0.007
C -0.006 -0.005 -0.030
C -0.032 0.030 -0.007
C -0.007 -0.015 0.028
C 0.017 0.014 0.005
C -0.004 -0.025 0.047
N 0.059 -0.075 -0.048
C -0.060 0.094 -0.061
C 0.002 -0.019 0.028
C 0.000 0.003 -0.011
C -0.008 0.008 0.003
C -0.003 -0.015 0.028
C 0.116 -0.042 0.024
C -0.108 0.089 -0.223
O 0.214 -0.158 -0.042
O 0.060 0.109 0.144
C 0.005 -0.019 0.035
C -0.022 -0.010 -0.014
H 0.007 0.005 0.000
H 0.008 0.015 -0.004
H 0.002 -0.003 0.001
H 0.005 0.004 0.000
H 0.010 -0.016 -0.004
H -0.008 0.005 -0.013
H -0.007 0.007 0.013
H 0.001 0.003 -0.008
H 0.005 0.005 0.002
H -0.005 0.002 -0.002
H -0.008 0.004 -0.002
H 0.006 0.014 0.004
H 0.004 0.009 0.007
H 0.001 -0.008 0.014
N -0.016 -0.016 0.050
C 0.010 0.012 -0.052
O 0.013 0.011 0.023
C -0.004 -0.012 -0.006
C -0.031 -0.014 0.010
C -0.015 0.030 0.018
N 0.059 -0.013 -0.062
C -0.064 0.014 -0.030
C 0.007 0.040 0.033
H -0.008 0.000 0.001
H -0.002 0.000 -0.026
H 0.007 0.005 -0.014
H 0.010 -0.003 -0.005
H 0.019 0.018 0.002
H 0.001 -0.026 0.003

## Properties
Net charge: -1
2S+1: 5
E_LUMO (alpha / beta): 2.325 / 2.300 eV
⟨S²⟩: 6.01


An isolated molecule of C6H11N3 at a distorted geometry. Source: OMol25; level of theory: the ωB97M-V functional and the def2-TZVPD basis.

Element x y z (Å)
C  1.516  1.074  -0.454
C  2.092  2.143  -1.006
C  1.117  -0.254  -0.610
C  -0.962  -0.093  -0.864
C  -1.520  -1.554  -0.968
C  -0.315  -0.592  2.156
N  -1.202  0.576  0.342
N  1.072  0.411  0.692
N  -0.172  0.531  1.319
H  2.387  3.053  -0.370
H  2.414  2.125  -2.030
H  1.782  -1.017  -0.975
H  -0.988  0.560  -1.757
H  -1.390  -1.780  -2.048
H  -2.476  -1.627  -0.538
H  -0.894  -2.236  -0.243
H  -1.017  -0.442  2.922
H  -0.600  -1.577  1.626
H  0.780  -0.845  2.708
H  -1.624  1.543  0.099

Forces on the atoms, in the same order (eV/Å):
C 0.223 1.956 -0.675
C 0.211 1.186 2.168
C -3.749 0.213 -0.574
C 2.870 -1.910 0.129
C 3.652 0.545 0.400
C 3.121 -3.933 1.249
N -1.946 2.316 -1.196
N 2.078 -0.602 -0.140
N -0.110 1.608 -0.979
H -0.786 -1.442 -1.123
H 0.042 -0.117 -0.186
H -0.289 -0.773 0.348
H -0.476 -0.569 0.468
H -0.492 -0.689 0.874
H -1.639 0.124 -0.134
H -0.876 1.065 -1.901
H -1.020 0.403 0.922
H 0.486 1.486 0.555
H -3.066 0.936 -1.532
H 1.765 -1.806 1.327

## Properties
E_LUMO: 1.027 eV


A structure of composition C32H49IrN9O6PS. Source: OMol25; level of theory: the ωB97M-V functional and the def2-TZVPD basis.

Element x y z (Å)
Ir  0.077  0.523  -1.082
C  3.268  1.718  -3.639
C  2.235  0.835  -3.010
O  1.430  1.418  -2.228
C  2.216  -0.531  -3.329
C  1.251  -1.469  -3.014
C  1.363  -2.832  -3.626
N  0.167  -1.197  -2.239
N  -0.672  -2.212  -2.177
C  -2.022  -1.949  -2.051
O  -2.537  -0.899  -2.408
C  -2.828  -3.102  -1.562
C  -2.245  -4.323  -1.233
C  -3.031  -5.361  -0.759
C  -4.401  -5.185  -0.615
C  -4.988  -3.973  -0.951
C  -4.204  -2.935  -1.428
H  3.184  2.730  -3.251
H  3.140  1.730  -4.722
H  4.265  1.326  -3.433
H  3.003  -0.861  -3.993
H  2.305  -2.927  -4.160
H  0.539  -3.006  -4.318
H  1.290  -3.605  -2.862
H  -1.178  -4.454  -1.354
H  -2.577  -6.311  -0.507
H  -5.013  -5.998  -0.246
H  -6.057  -3.840  -0.848
H  -4.645  -1.987  -1.711
N  -5.026  3.791  3.806
C  -3.784  3.691  3.221
C  -3.334  4.674  2.331
C  -2.109  4.553  1.709
C  -1.316  3.438  1.961
C  -1.741  2.461  2.853
C  -2.964  2.583  3.479
S  0.200  3.226  1.115
O  0.729  4.508  0.769
O  1.001  2.292  1.863
N  -0.192  2.402  -0.244
C  -1.007  2.835  -1.235
N  -1.179  1.761  -2.057
C  -1.906  1.876  -3.157
C  -2.515  3.089  -3.425
C  -2.328  4.116  -2.506
N  -1.578  4.013  -1.410
H  -5.459  4.699  3.816
H  -5.193  3.247  4.635
H  -3.954  5.541  2.138
H  -1.757  5.312  1.025
H  -1.098  1.615  3.061
H  -3.293  1.829  4.185
H  -2.016  0.993  -3.768
H  -3.124  3.225  -4.304
H  -2.805  5.077  -2.660
C  -3.429  1.043  -0.176
C  -2.791  -0.116  0.538
O  -1.339  -0.236  0.387
C  -0.753  -0.947  1.511
C  -0.555  -2.414  1.219
H  -4.482  1.039  0.115
H  -3.383  0.940  -1.255
H  -3.011  1.995  0.151
H  -3.229  -1.064  0.223
H  -2.961  0.008  1.607
H  -1.422  -0.815  2.361
H  0.177  -0.442  1.733
H  -1.502  -2.905  0.992
H  -0.128  -2.903  2.097
H  0.124  -2.558  0.379
C  3.321  -2.659  -0.807
N  3.826  -1.664  0.117
C  5.242  -1.779  0.432
P  2.896  -0.516  0.845
O  1.671  -0.363  -0.018
N  3.679  0.900  1.058
C  3.618  1.986  0.087
C  4.603  1.170  2.151
N  2.669  -1.068  2.379
C  2.188  -0.214  3.460
C  2.833  -2.459  2.779
H  3.613  -3.660  -0.471
H  3.717  -2.510  -1.816
H  2.235  -2.612  -0.849
H  5.488  -2.817  0.674
H  5.502  -1.169  1.293
H  5.866  -1.468  -0.410
H  2.789  1.845  -0.596
H  4.553  2.057  -0.478
H  3.453  2.927  0.614
H  4.639  0.340  2.851
H  4.281  2.065  2.689
H  5.611  1.344  1.765
H  2.049  0.807  3.115
H  2.901  -0.224  4.290
H  1.231  -0.586  3.839
H  3.129  -3.076  1.936
H  1.899  -2.852  3.187
H  3.597  -2.538  3.558

Forces on the atoms, in the same order (eV/Å):
Ir -0.024 -0.083 -0.078
C 0.001 -0.001 -0.004
C 0.009 -0.038 -0.016
O -0.013 0.026 -0.007
C 0.011 0.003 -0.009
C 0.011 0.001 -0.017
C -0.003 -0.001 -0.008
N -0.070 -0.034 0.029
N -0.025 0.022 -0.013
C 0.070 0.045 0.082
O 0.065 0.001 -0.010
C -0.003 -0.031 -0.032
C -0.018 0.005 0.001
C 0.006 -0.001 -0.002
C 0.000 -0.002 0.004
C 0.000 0.005 -0.002
C -0.009 -0.008 -0.008
H 0.000 0.003 0.000
H -0.001 0.002 0.001
H 0.000 -0.002 0.000
H 0.001 0.000 -0.001
H 0.003 0.001 -0.003
H 0.001 0.001 0.001
H 0.000 0.002 -0.008
H 0.000 -0.004 -0.005
H 0.001 -0.001 0.001
H 0.000 -0.001 0.000
H 0.000 -0.001 -0.002
H 0.004 0.001 0.005
N -0.005 0.001 0.001
C 0.007 0.002 -0.001
C 0.000 0.004 0.006
C -0.005 -0.002 -0.015
C -0.003 -0.016 -0.013
C -0.017 -0.019 -0.023
C -0.009 -0.002 0.004
S -0.003 -0.018 0.032
O 0.003 0.016 -0.016
O 0.023 -0.028 -0.010
N 0.012 0.056 -0.041
C -0.016 -0.011 0.042
N -0.001 0.015 0.051
C 0.010 0.013 -0.012
C -0.002 -0.009 -0.003
C -0.004 0.007 -0.003
N 0.010 -0.006 0.001
H 0.000 0.000 0.000
H 0.000 0.000 0.000
H 0.000 0.002 0.002
H -0.002 0.000 0.004
H 0.002 0.007 0.004
H 0.002 0.003 0.001
H 0.003 -0.017 -0.008
H 0.000 0.001 0.000
H 0.000 0.000 0.001
C -0.020 -0.019 0.007
C -0.022 -0.061 -0.039
O 0.017 0.100 0.023
C -0.041 -0.021 -0.012
C -0.023 0.003 0.000
H 0.003 0.001 0.000
H -0.018 -0.005 0.053
H 0.025 0.033 0.011
H -0.012 0.012 -0.004
H 0.005 -0.014 0.015
H 0.010 0.018 -0.001
H 0.105 0.053 -0.001
H 0.008 0.001 0.004
H -0.007 0.017 -0.002
H 0.012 0.008 -0.016
C -0.031 -0.045 0.068
N 0.095 0.160 -0.151
C -0.013 -0.039 0.020
P -0.023 -0.031 0.076
O -0.072 -0.090 0.029
N 0.039 -0.024 0.019
C -0.022 -0.019 0.003
C 0.025 -0.002 0.007
N -0.074 0.003 0.006
C -0.054 -0.005 -0.017
C 0.015 0.030 -0.008
H -0.016 -0.013 -0.003
H 0.020 -0.004 0.014
H 0.014 0.014 -0.014
H 0.005 0.002 0.014
H 0.003 0.035 0.000
H -0.013 -0.014 -0.009
H 0.023 0.005 0.041
H 0.001 -0.002 0.005
H -0.006 0.009 0.006
H 0.026 0.012 -0.035
H 0.000 0.001 -0.001
H 0.001 0.005 -0.002
H -0.010 -0.014 0.006
H -0.007 0.006 0.007
H -0.002 -0.002 0.000
H 0.001 -0.007 -0.002
H 0.002 0.002 -0.012
H 0.003 -0.006 -0.004

## Properties
Net charge: +1
2S+1: 2
E_LUMO (alpha / beta): -2.285 / -4.088 eV
⟨S²⟩: 0.77


A cluster of 2 separate species, C4H12N2O2Si in total at a distorted geometry. Source: OMol25; level of theory: the ωB97M-V functional and the def2-TZVPD basis.

Element x y z (Å)
C  1.963  -1.479  -0.587
C  0.059  1.574  -1.018
C  -1.555  -0.995  -0.364
C  -0.361  1.106  1.936
N  1.251  -0.746  0.485
N  1.178  -2.113  1.905
O  1.702  -3.113  1.552
O  0.779  -1.684  2.939
Si  -0.196  0.064  0.294
H  2.953  -1.747  -0.174
H  1.420  -2.378  -1.040
H  2.017  -0.708  -1.360
H  1.054  1.749  -1.598
H  -0.814  1.554  -1.800
H  -0.048  2.452  -0.315
H  -2.107  -1.737  0.356
H  -2.384  -0.525  -0.753
H  -1.146  -1.674  -1.045
H  0.288  0.754  2.702
H  -0.141  2.113  1.673
H  -1.378  1.100  2.517

Forces on the atoms, in the same order (eV/Å):
C -0.673 1.105 0.487
C -0.287 0.009 -0.566
C -0.512 -2.535 3.474
C -2.807 -1.374 0.196
N 2.037 -1.228 -2.865
N -1.445 -0.740 1.068
O 0.921 -1.186 0.651
O 0.362 -0.482 1.085
Si -1.270 4.333 -0.128
H -0.489 -0.205 -0.589
H 0.554 1.131 0.924
H 0.553 -0.378 -0.512
H -1.686 -0.667 1.072
H 1.601 0.245 1.437
H -0.076 -0.674 -1.187
H 1.389 1.360 -0.598
H -1.471 1.605 -1.278
H 0.676 -0.863 -1.578
H 0.945 -0.300 0.353
H 0.197 0.834 0.022
H 1.480 0.009 -1.467

## Properties
2S+1: 3
E_LUMO (alpha / beta): 0.787 / -2.342 eV
⟨S²⟩: 2.01